(1)
190
Properties=species:S:1:pos:R:3 method="wB97M-V/def2-TZVPD" s2=2.02 de_lowest_kcal_mol=23.0 charge=-2 multiplicity=3
V 0.866 1.009 -0.114
N 1.572 2.431 -1.217
S 2.939 2.904 -1.839
O 3.395 4.224 -1.359
O 3.425 2.369 -3.086
F 3.836 1.957 -0.817
S 0.823 3.828 -2.133
O 1.043 3.955 -3.555
O 0.554 4.992 -1.283
F -0.698 3.276 -2.063
C -2.059 -1.170 -2.517
C -1.237 -0.318 -1.611
C -1.938 0.211 -0.313
O -1.238 0.938 0.326
C -3.347 -0.115 -0.030
C -3.935 -1.024 -0.838
C -3.297 -1.511 -2.129
O -3.884 -2.388 -2.914
O -5.179 -1.277 -0.532
O -0.072 0.076 -1.796
H -1.492 -1.488 -3.379
H -3.816 0.376 0.810
C 3.449 -0.129 3.230
C 3.340 -1.193 4.061
C 2.271 -2.251 3.799
O 2.228 -3.395 4.383
C 1.377 -2.190 2.799
C 1.422 -1.023 1.813
C 2.541 0.032 2.125
O 2.523 0.944 1.247
O 0.641 -0.790 0.865
O 4.290 -1.263 4.949
H 4.324 0.501 3.293
H 0.590 -2.919 2.670
C 9.609 5.876 4.084
C 8.297 5.282 4.810
O 7.273 6.205 4.413
P 5.868 5.607 3.811
O 5.056 6.664 3.145
O 6.344 4.318 2.886
C 5.313 3.508 2.316
C 6.051 2.347 1.651
O 5.308 4.930 5.187
C 4.751 5.691 6.259
C 5.691 5.840 7.417
H 9.582 6.964 4.149
H 10.517 5.360 4.395
H 9.551 5.972 3.000
H 8.139 4.256 4.479
H 8.391 5.361 5.894
H 4.573 3.160 3.038
H 4.768 4.110 1.588
H 6.812 2.618 0.920
H 6.477 1.652 2.375
H 5.355 1.800 1.014
H 4.333 6.610 5.847
H 3.717 5.425 6.477
H 6.344 6.698 7.260
H 5.203 6.053 8.368
H 6.432 5.066 7.616
C -2.633 0.520 3.468
C -2.668 -1.006 3.851
O -3.618 -1.527 2.957
P -5.026 -2.222 3.235
O -5.836 -2.274 1.973
O -4.641 -3.637 3.910
C -3.856 -4.643 3.342
C -3.190 -5.306 4.517
O -5.519 -1.355 4.555
C -6.472 -1.958 5.513
C -7.322 -3.137 5.036
H -2.192 1.096 4.282
H -2.033 0.628 2.564
H -3.585 1.043 3.378
H -1.607 -1.240 3.775
H -2.976 -1.168 4.884
H -4.473 -5.331 2.764
H -3.055 -4.154 2.787
H -2.524 -6.015 4.024
H -2.367 -4.702 4.898
H -3.886 -5.929 5.079
H -5.911 -1.985 6.447
H -7.106 -1.108 5.764
H -7.735 -2.892 4.057
H -6.654 -3.997 5.086
H -8.165 -3.289 5.711
C 4.930 -2.767 0.997
C 5.183 -1.494 0.159
O 4.787 -1.237 -1.235
P 3.278 -1.367 -1.813
O 2.400 -0.432 -1.074
O 3.345 -1.176 -3.390
C 2.166 -1.514 -4.034
C 2.219 -0.918 -5.485
O 2.919 -2.935 -1.646
C 1.595 -3.473 -1.343
C 1.497 -4.710 -2.230
H 5.176 -2.654 2.053
H 3.944 -3.216 0.879
H 5.570 -3.573 0.637
H 4.958 -0.693 0.863
H 6.269 -1.562 0.229
H 2.336 -2.555 -4.309
H 1.221 -1.430 -3.498
H 3.118 -1.274 -5.989
H 1.386 -1.137 -6.154
H 2.280 0.169 -5.426
H 1.334 -3.680 -0.305
H 0.827 -2.774 -1.674
H 1.731 -4.527 -3.279
H 2.210 -5.450 -1.868
H 0.486 -5.103 -2.125
C -3.741 -7.399 -3.483
C -3.189 -6.412 -2.375
O -4.385 -5.806 -1.802
P -4.402 -5.201 -0.272
O -5.129 -3.968 -0.019
O -2.900 -5.129 0.233
C -1.927 -4.258 -0.338
C -1.190 -3.414 0.718
O -4.936 -6.542 0.543
C -4.655 -7.870 0.139
C -5.475 -8.753 1.055
H -4.596 -7.042 -4.058
H -2.988 -7.729 -4.199
H -4.089 -8.320 -3.014
H -2.523 -6.741 -1.577
H -2.528 -5.741 -2.924
H -1.214 -4.931 -0.814
H -2.294 -3.628 -1.149
H -1.953 -2.999 1.377
H -0.591 -4.134 1.277
H -0.503 -2.730 0.221
H -5.041 -7.963 -0.876
H -3.605 -8.159 0.173
H -5.358 -9.827 0.913
H -5.136 -8.808 2.090
H -6.450 -8.268 1.023
C -1.365 4.658 -11.153
C -1.918 3.631 -10.314
O -0.954 2.696 -10.030
P -1.060 1.556 -8.929
O 0.170 0.805 -8.635
O -1.782 2.240 -7.659
C -2.111 1.505 -6.500
C -1.252 1.959 -5.210
O -2.223 0.695 -9.578
C -2.021 -0.610 -10.152
C -3.451 -1.404 -10.032
H -1.607 5.671 -10.833
H -0.281 4.771 -11.169
H -1.640 4.645 -12.207
H -2.454 4.066 -9.470
H -2.648 3.186 -10.990
H -3.062 1.938 -6.190
H -2.078 0.428 -6.669
H -1.167 3.044 -5.136
H -1.598 1.490 -4.289
H -0.213 1.670 -5.371
H -1.851 -0.526 -11.226
H -1.195 -1.159 -9.700
H -3.229 -2.428 -10.335
H -3.783 -1.332 -8.996
H -4.141 -0.993 -10.769
C 1.105 2.903 5.477
C 0.532 1.871 4.379
O -0.371 2.808 3.739
P -0.054 3.579 2.337
O 0.384 2.566 1.323
O -1.516 4.293 2.025
C -2.702 3.634 2.360
C -3.855 4.652 2.170
O 0.980 4.718 2.805
C 1.730 5.525 1.920
C 1.093 6.978 2.006
H 1.979 3.438 5.105
H 0.468 3.737 5.769
H 1.399 2.582 6.476
H 1.332 1.540 3.716
H 0.073 1.002 4.851
H -2.771 2.913 1.545
H -2.594 3.202 3.355
H -3.606 5.299 1.330
H -4.883 4.340 1.983
H -3.806 5.354 3.002
H 2.740 5.781 2.240
H 1.736 4.981 0.975
H 0.154 7.099 1.466
H 1.147 7.558 2.927
H 1.895 7.327 1.356



(2)
190
Properties=species:S:1:pos:R:3 method="wB97M-V/def2-TZVPD" smiles="CCOP(=O)(OCC)OCC.CCOP(=O)(OCC)OCC.CCOP(=O)(OCC)OCC.CCOP(=O)(OCC)OCC.CCOP(=O)(OCC)OCC.O=C1OCCO1.O=C1OCCO1.O=C1OCCO1.O=C1OCCO1.O=C1OCCO1.O=C1OCCO1" de_lowest_kcal_mol=210.7
C 3.310 -4.509 -6.061
C 3.446 -3.468 -4.999
O 2.804 -2.303 -5.535
P 2.392 -1.030 -4.607
O 2.195 0.181 -5.412
O 0.936 -1.562 -3.977
C 0.122 -2.356 -4.793
C -0.800 -3.107 -3.855
O 3.506 -1.015 -3.452
C 3.157 -0.883 -2.086
C 3.736 -2.004 -1.317
H 3.392 -5.506 -5.630
H 2.301 -4.635 -6.455
H 4.127 -4.279 -6.746
H 2.862 -3.766 -4.128
H 4.433 -3.307 -4.565
H -0.374 -1.668 -5.477
H 0.611 -3.140 -5.373
H -1.453 -3.867 -4.284
H -0.155 -3.671 -3.180
H -1.524 -2.419 -3.420
H 3.495 0.063 -1.664
H 2.116 -0.893 -1.762
H 3.622 -1.723 -0.270
H 3.363 -3.017 -1.471
H 4.798 -2.041 -1.559
C 4.416 4.578 8.502
C 4.334 6.093 8.254
O 4.284 6.348 6.864
P 2.884 6.007 6.160
O 1.592 6.246 6.880
O 3.042 6.717 4.676
C 3.039 8.091 4.445
C 4.108 8.383 3.322
O 3.076 4.447 5.767
C 2.222 3.930 4.604
C 1.248 2.963 5.282
H 3.491 4.225 8.048
H 5.299 4.156 8.023
H 4.488 4.314 9.558
H 3.578 6.578 8.871
H 5.214 6.659 8.560
H 2.005 8.384 4.267
H 3.324 8.548 5.392
H 4.040 7.403 2.850
H 3.839 9.203 2.655
H 5.046 8.707 3.774
H 1.619 4.666 4.073
H 2.797 3.396 3.847
H 0.862 3.243 6.262
H 0.400 2.678 4.659
H 1.961 2.166 5.491
C -0.664 -4.956 -0.469
C 0.179 -4.501 0.740
O 0.766 -3.282 0.493
P 0.038 -1.915 1.113
O -0.545 -2.138 2.478
O -1.056 -1.558 -0.120
C -1.351 -0.254 -0.341
C -0.577 0.244 -1.517
O 1.181 -0.717 1.038
C 1.623 0.032 2.165
C 2.556 -0.742 3.113
H -1.255 -5.853 -0.283
H -1.361 -4.164 -0.745
H -0.001 -5.147 -1.313
H -0.471 -4.460 1.614
H 0.976 -5.237 0.844
H -2.393 0.018 -0.176
H -1.074 0.416 0.473
H -0.190 -0.420 -2.290
H -1.137 0.985 -2.088
H 0.218 0.789 -1.009
H 1.952 1.015 1.830
H 0.748 0.304 2.756
H 3.451 -1.192 2.683
H 2.896 -0.105 3.930
H 2.051 -1.638 3.474
C -1.986 5.997 -5.791
C -2.400 4.641 -5.077
O -1.391 4.058 -4.345
P -1.081 4.406 -2.756
O -0.693 5.848 -2.382
O -2.385 3.754 -1.917
C -2.989 4.599 -0.896
C -3.975 3.761 -0.108
O 0.063 3.335 -2.399
C 1.339 3.349 -3.026
C 2.027 2.063 -2.909
H -1.670 6.911 -5.288
H -1.169 5.911 -6.508
H -2.870 6.222 -6.387
H -3.276 4.871 -4.470
H -2.639 3.933 -5.870
H -2.228 5.034 -0.247
H -3.477 5.497 -1.275
H -4.880 3.454 -0.632
H -3.443 2.856 0.186
H -4.361 4.262 0.780
H 1.069 3.560 -4.061
H 1.788 4.180 -2.482
H 2.250 1.706 -1.903
H 1.372 1.369 -3.435
H 2.997 2.076 -3.406
C -7.392 -0.471 -8.369
C -6.217 -0.991 -7.507
O -5.130 -1.113 -8.308
P -4.019 0.044 -8.331
O -4.394 1.489 -8.139
O -3.016 -0.575 -7.152
C -3.291 -0.437 -5.823
C -2.663 0.858 -5.357
O -3.114 -0.186 -9.707
C -3.605 0.037 -10.998
C -4.959 0.600 -11.218
H -8.338 -0.612 -7.846
H -7.254 0.586 -8.598
H -7.575 -1.041 -9.280
H -6.022 -0.356 -6.643
H -6.528 -1.933 -7.056
H -4.341 -0.268 -5.582
H -2.858 -1.270 -5.270
H -1.586 0.820 -5.520
H -2.924 1.796 -5.848
H -2.944 1.034 -4.319
H -2.884 0.790 -11.318
H -3.353 -0.779 -11.675
H -5.091 1.430 -10.524
H -4.970 0.972 -12.243
H -5.794 -0.099 -11.195
O 1.958 3.811 1.489
C 1.551 4.833 0.974
O 0.266 5.277 1.172
C 0.171 6.570 0.730
C 1.421 6.916 0.088
O 2.270 5.903 0.430
H -0.646 6.617 0.010
H 0.058 7.143 1.650
H 1.681 7.945 0.335
H 1.339 6.815 -0.995
O 1.811 -7.221 2.682
C 1.691 -8.431 2.218
O 0.981 -9.439 2.788
C 0.996 -10.594 2.033
C 2.235 -10.294 1.251
O 2.339 -8.949 1.170
H 1.152 -11.448 2.693
H 0.097 -10.642 1.417
H 1.860 -10.484 0.246
H 3.043 -11.000 1.444
O -3.989 -6.881 0.182
C -3.583 -7.049 1.307
O -2.463 -6.769 1.789
C -2.259 -7.312 2.998
C -3.725 -7.520 3.491
O -4.434 -7.502 2.243
H -1.539 -8.130 2.966
H -1.703 -6.550 3.545
H -4.179 -6.673 4.006
H -3.881 -8.517 3.903
O 1.849 -7.223 6.595
C 1.486 -6.185 6.013
O 0.378 -6.083 5.255
C 0.338 -4.876 4.462
C 1.224 -4.083 5.514
O 2.157 -4.992 6.056
H 0.702 -4.884 3.435
H -0.703 -4.681 4.205
H 0.600 -3.499 6.191
H 1.873 -3.366 5.011
O 2.828 -1.436 6.108
C 3.124 -0.669 7.027
O 4.382 -0.360 7.565
C 4.252 0.341 8.798
C 2.765 0.682 8.889
O 2.245 -0.016 7.736
H 4.732 -0.057 9.692
H 4.868 1.199 8.530
H 2.657 1.766 8.880
H 2.262 0.331 9.791
O -2.137 3.637 4.710
C -2.511 2.511 4.295
O -3.722 2.267 3.627
C -3.671 0.965 3.067
C -2.519 0.306 3.849
O -1.803 1.360 4.417
H -4.608 0.440 3.246
H -3.580 0.937 1.981
H -2.002 -0.281 3.090
H -2.907 -0.185 4.742